Molecular formula: C4H12N3Si
Method: DFT, ωB97M-V/def2-TZVPD

- 2S+1 = 1
- E_LUMO (eV) = -4.5
- SMILES string = CC[Si](C)(C)N=[N+]=N
- energy relative to the best compared isomer or geometry (same formula, charge and spin) (kJ/mol) = 23.3
- gap between HOMO and LUMO (eV) = 9.78
- total charge = +1

Positions of all 20 atoms, in Å:
C  2.07  -0.10  -1.51
C  0.80  -0.80  -0.96
Si  -0.28  0.00  0.39
C  -1.58  1.37  -0.19
C  0.34  0.66  2.02
N  -1.35  -1.40  0.53
N  -1.93  -2.35  0.74
N  -2.39  -3.35  1.06
H  2.35  -0.85  -2.26
H  1.75  0.98  -1.76
H  2.95  0.13  -0.84
H  0.18  -1.00  -1.91
H  1.03  -1.81  -0.57
H  -1.12  2.21  -0.72
H  -2.38  0.92  -0.86
H  -2.08  1.73  0.66
H  0.58  1.76  1.77
H  -0.35  0.65  2.86
H  1.17  0.15  2.41
H  -2.94  -4.12  0.84



Molecular formula: C4H7FO2S
Method: DFT, ωB97M-V/def2-TZVPD

- 2S+1 = 1
- E_LUMO (eV) = -0.1
- SMILES string = O=CS[C@@H](CO)CF
- energy relative to the best compared isomer or geometry (same formula, charge and spin) (kJ/mol) = 198.5
- gap between HOMO and LUMO (eV) = 9.95

Positions of all 15 atoms, in Å:
O  1.35  1.17  -0.86
C  2.18  0.27  -0.47
S  1.62  -1.22  0.29
C  -0.09  -0.60  0.56
C  -0.52  0.89  1.04
O  -0.93  1.66  -0.02
C  -1.02  -1.06  -0.74
F  -2.32  -1.02  -0.46
H  3.16  0.04  -0.86
H  -0.46  -1.28  1.40
H  -1.46  0.72  1.59
H  0.14  1.23  1.83
H  -0.28  1.80  -0.78
H  -0.62  -2.16  -0.83
H  -0.75  -0.44  -1.70



Molecular formula: C2H4N4O
Method: DFT, ωB97M-V/def2-TZVPD

- 2S+1 = 1
- E_LUMO (eV) = 0.7
- SMILES string = Nc1n[nH]c(O)n1
- energy relative to the best compared isomer or geometry (same formula, charge and spin) (kJ/mol) = 25.3
- gap between HOMO and LUMO (eV) = 9.27

Positions of all 11 atoms, in Å:
N  2.21  0.41  0.10
C  0.88  0.04  0.03
N  0.50  -1.22  0.15
N  -0.86  -1.10  0.10
C  -1.19  0.18  -0.06
O  -2.49  0.51  -0.18
N  -0.13  0.95  -0.11
H  2.83  -0.37  -0.03
H  2.43  1.19  -0.50
H  -1.47  -1.90  0.16
H  -2.67  1.29  0.36



Molecular formula: C6H10
Method: DFT, ωB97M-V/def2-TZVPD

- 2S+1 = 1
- E_LUMO (eV) = 0.8
- SMILES string = C=CC=C(C)C
- energy relative to the best compared isomer or geometry (same formula, charge and spin) (kJ/mol) = 208.1
- gap between HOMO and LUMO (eV) = 9.07

Positions of all 16 atoms, in Å:
C  -0.03  2.83  -0.50
C  0.31  1.53  -0.80
C  0.56  0.56  0.30
C  0.28  -0.80  0.11
C  -0.77  -1.27  -0.94
C  0.46  -1.64  1.37
H  0.08  3.13  0.52
H  -0.53  3.67  -1.02
H  0.24  1.08  -1.82
H  1.17  0.92  1.12
H  -1.68  -0.51  -0.99
H  -1.10  -2.33  -0.63
H  -0.42  -1.32  -1.97
H  -0.30  -1.57  2.09
H  1.40  -1.47  1.88
H  0.35  -2.81  1.29



Molecular formula: C4H9N3O2
Method: DFT, ωB97M-V/def2-TZVPD

- 2S+1 = 1
- E_LUMO (eV) = 0.6
- SMILES string = [H]/N=C(\N)N(O)C[C@@H]1CO1
- energy relative to the best compared isomer or geometry (same formula, charge and spin) (kJ/mol) = 519.7
- gap between HOMO and LUMO (eV) = 10.13

Positions of all 18 atoms, in Å:
H  3.62  -0.45  0.57
N  2.76  -0.83  0.33
C  1.87  0.05  0.03
N  2.14  1.45  -0.02
N  0.50  -0.47  -0.28
O  0.71  -1.85  -0.57
C  -0.61  -0.15  0.66
C  -1.90  -0.50  -0.03
C  -2.76  0.59  -0.56
O  -3.24  -0.33  0.63
H  1.36  1.91  -0.53
H  3.02  1.89  -0.29
H  1.35  -2.11  0.35
H  -0.59  0.93  0.71
H  -0.51  -0.66  1.55
H  -1.91  -1.44  -0.55
H  -2.55  1.72  -0.45
H  -3.25  0.26  -1.53



Molecular formula: C10H30ClO5
Method: DFT, ωB97M-V/def2-TZVPD

- 2S+1 = 1
- E_LUMO (eV) = 2.8
- energy relative to the best compared isomer or geometry (same formula, charge and spin) (kJ/mol) = 280.7
- gap between HOMO and LUMO (eV) = 6.79
- total charge = -1

Positions of all 46 atoms, in Å:
Cl  0.11  0.28  0.81
C  2.85  2.59  -7.15
C  2.74  1.91  -5.78
O  1.88  2.70  -4.94
H  3.52  2.01  -7.79
H  3.08  3.64  -6.99
H  1.92  2.59  -7.72
H  3.76  1.90  -5.40
H  2.50  0.85  -5.86
H  1.76  2.29  -4.07
C  -2.01  -7.22  -2.31
C  -2.12  -5.93  -1.55
O  -1.92  -4.82  -2.37
H  -2.32  -8.09  -1.73
H  -0.96  -7.40  -2.51
H  -2.48  -7.18  -3.29
H  -1.34  -6.06  -0.80
H  -3.08  -5.88  -1.03
H  -1.74  -4.11  -1.75
C  2.49  6.35  0.95
C  3.23  5.93  2.19
O  3.86  4.78  1.87
H  1.80  5.56  0.63
H  3.21  6.58  0.17
H  1.91  7.27  0.94
H  2.54  5.63  2.98
H  3.88  6.75  2.49
H  3.13  4.18  1.73
C  -7.18  0.29  0.65
C  -6.54  1.65  1.05
O  -5.76  1.58  2.18
H  -7.78  0.55  -0.23
H  -7.81  -0.25  1.35
H  -6.40  -0.41  0.35
H  -7.37  2.34  1.24
H  -5.94  1.97  0.21
H  -4.95  1.11  1.96
C  3.34  -2.22  5.83
C  3.14  -3.65  5.50
O  1.93  -3.73  4.83
H  4.23  -1.97  6.41
H  2.51  -1.79  6.38
H  3.50  -1.56  4.97
H  3.12  -4.15  6.47
H  3.93  -3.93  4.80
H  1.85  -2.93  4.32



Molecular formula: C3H6N2S
Method: DFT, ωB97M-V/def2-TZVPD

- 2S+1 = 3
- E_LUMO (alpha / beta) (eV) = 0.7 / -3.3
- energy relative to the best compared isomer or geometry (same formula, charge and spin) (kJ/mol) = 276.7
- gap between HOMO and LUMO (alpha / beta) (eV) = 4.74 / 7.01
- ⟨S²⟩ = 2.005

Positions of all 12 atoms, in Å:
C  -0.22  -0.92  1.53
C  0.70  -0.57  -0.89
C  0.10  0.12  0.54
N  -0.59  -1.68  2.29
N  -1.02  0.91  0.27
S  1.47  0.57  -1.97
H  1.35  -1.37  -0.44
H  -0.10  -1.15  -1.31
H  0.98  0.55  0.85
H  -1.09  1.73  0.75
H  -1.99  0.44  0.46
H  0.40  1.37  -2.10



Molecular formula: C33H36N4O3PPdS
Method: DFT, ωB97M-V/def2-TZVPD

- 2S+1 = 1
- E_LUMO (alpha / beta) (eV) = -3.4 / -3.4
- energy relative to the best compared isomer or geometry (same formula, charge and spin) (kJ/mol) = 34.8
- gap between HOMO and LUMO (alpha / beta) (eV) = 7.79 / 7.79
- total charge = +1

Positions of all 79 atoms, in Å:
Pd  0.16  -0.05  0.81
O  1.53  -1.73  0.12
P  2.43  -1.69  -1.10
C  1.53  -1.36  -2.62
C  1.54  -2.23  -3.71
C  0.83  -1.91  -4.86
C  0.11  -0.73  -4.93
C  0.11  0.15  -3.85
C  0.82  -0.17  -2.71
C  3.64  -0.38  -0.99
C  4.40  0.01  -2.10
C  5.33  1.02  -1.97
C  5.50  1.67  -0.75
C  4.74  1.29  0.35
C  3.82  0.26  0.24
C  3.28  -3.25  -1.30
C  2.51  -4.42  -1.34
C  3.13  -5.65  -1.44
C  4.52  -5.73  -1.48
C  5.29  -4.58  -1.43
C  4.67  -3.34  -1.34
H  2.11  -3.15  -3.67
H  0.85  -2.59  -5.71
H  -0.44  -0.49  -5.83
H  -0.44  1.08  -3.91
H  0.84  0.54  -1.88
H  4.25  -0.48  -3.05
H  5.92  1.32  -2.83
H  6.23  2.46  -0.66
H  4.87  1.80  1.30
H  3.24  -0.05  1.10
H  1.43  -4.36  -1.29
H  2.53  -6.56  -1.48
H  5.00  -6.70  -1.55
H  6.37  -4.65  -1.46
H  5.28  -2.44  -1.29
O  -0.07  -2.08  2.18
H  0.47  -2.09  2.98
H  0.45  -2.59  1.53
C  -3.04  2.17  3.36
C  -4.08  2.05  2.25
N  -5.04  0.96  2.46
C  -6.07  1.15  3.49
C  -5.82  0.33  4.74
C  -5.12  -0.17  1.73
O  -6.02  -0.99  1.87
C  -4.07  -0.45  0.68
C  -4.48  -0.87  -0.58
C  -3.53  -1.17  -1.53
C  -2.19  -1.06  -1.20
N  -1.79  -0.70  0.03
C  -2.72  -0.41  0.94
H  -2.30  2.93  3.09
H  -2.51  1.23  3.53
H  -3.49  2.47  4.30
H  -3.61  1.92  1.28
H  -4.65  2.98  2.20
H  -7.03  0.89  3.05
H  -6.09  2.22  3.72
H  -5.88  -0.73  4.51
H  -6.58  0.55  5.49
H  -4.85  0.54  5.17
H  -5.54  -0.96  -0.79
H  -3.81  -1.50  -2.53
H  -1.40  -1.28  -1.91
H  -2.35  -0.16  1.93
C  1.07  5.88  1.18
C  0.60  4.47  1.00
C  -0.21  4.10  -0.09
C  -0.56  2.78  -0.21
N  -0.19  1.89  0.72
C  0.60  2.33  1.72
S  1.11  0.96  2.65
N  1.01  3.57  1.89
H  0.34  6.59  0.80
H  1.99  6.02  0.61
H  1.28  6.08  2.22
H  -0.55  4.83  -0.81
H  -1.18  2.42  -1.02



What is the formula in the seventh record?
C3H6N2S



Which value of energy relative to the best compared isomer or geometry (same formula, charge and spin) does entry 4 give?
208.1 kJ/mol



Which formula does entry 8 have?
C33H36N4O3PPdS